Entry 1:
This record from the Open Molecules 2025 dataset describes C5H8BrIO3 as an isolated structure. The level of theory is the ωB97M-V functional and the def2-TZVPD basis.

Element x y z (Å)
1 C 0.995 2.301 -0.633
2 C -0.012 2.025 0.256
3 C -0.793 -1.532 0.057
4 C -2.515 -0.020 -0.560
5 C 0.353 -2.416 -0.595
6 O -1.615 -0.980 -0.782
7 O -1.082 2.875 0.429
8 O 0.846 -3.222 0.409
9 Br -3.863 -0.166 -1.836
10 I -3.225 0.303 1.457
11 H 1.807 1.677 -0.680
12 H 1.030 3.119 -1.384
13 H -0.094 1.327 1.077
14 H -0.800 -1.534 1.111
15 H 1.293 -1.777 -0.893
16 H -0.171 -2.895 -1.452
17 H -0.903 3.678 0.064
18 H 0.168 -3.584 0.917

HOMO energy (spin up / spin down)	-7.999 / -7.851	eV
electronic energy	-3292.5378	Ha
net charge	0
relative energy (zero: lowest compared OMol25 entry of this formula, charge and spin)	60.4	kcal/mol

Here is what natural (NBO) gives for the atomic charges, in e: atom 1 (C): -0.534, atom 2 (C): 0.147, atom 3 (C): 0.094, atom 4 (C): -0.054, atom 5 (C): -0.112, atom 6 (O): -0.442, atom 7 (O): -0.686, atom 8 (O): -0.702, atom 9 (Br): 0.090, atom 10 (I): 0.110, atom 11 (H): 0.201, atom 12 (H): 0.206, atom 13 (H): 0.195, atom 14 (H): 0.180, atom 15 (H): 0.194, atom 16 (H): 0.177, atom 17 (H): 0.470, atom 18 (H): 0.465

***

Entry 2:
This record from the Open Molecules 2025 dataset describes an isolated ion of composition C5H8BrN2 and charge +1. The level of theory is the ωB97M-V functional and the def2-TZVPD basis.

Element x y z (Å)
1 C -1.094 -0.654 0.215
2 C 0.248 -0.465 -0.342
3 N 0.345 0.669 -1.291
4 C 0.918 1.716 -0.750
5 N 1.000 1.936 0.600
6 C 1.046 0.975 1.374
7 C 1.380 -0.302 0.690
8 Br 3.206 -0.191 -0.132
9 H -1.319 0.001 1.096
10 H -1.379 -1.712 0.536
11 H -1.813 -0.410 -0.578
12 H 0.548 -1.445 -0.735
13 H 0.163 0.580 -2.292
14 H 1.300 2.494 -1.429
15 H 0.695 1.137 2.334
16 H 1.471 -1.262 1.242

HOMO energy	-14.766	eV
electronic energy	-2878.5409	Ha
net charge	+1
relative energy (zero: lowest compared OMol25 entry of this formula, charge and spin)	57.7	kcal/mol

Here is what natural (NBO) gives for the atomic charges, in e: atom 1 (C): -0.651, atom 2 (C): -0.112, atom 3 (N): -0.479, atom 4 (C): 0.389, atom 5 (N): -0.394, atom 6 (C): 0.240, atom 7 (C): -0.325, atom 8 (Br): 0.080, atom 9 (H): 0.227, atom 10 (H): 0.266, atom 11 (H): 0.251, atom 12 (H): 0.276, atom 13 (H): 0.462, atom 14 (H): 0.250, atom 15 (H): 0.235, atom 16 (H): 0.286

***

Entry 3:
This record from the Open Molecules 2025 dataset describes an isolated ion of composition C5H8BrN4 and charge +1. The level of theory is the ωB97M-V functional and the def2-TZVPD basis.

Element x y z (Å)
1 C 1.092 -1.997 0.086
2 C 1.630 0.605 -0.973
3 C 2.068 -1.159 0.669
4 C -2.486 0.490 1.162
5 C -1.789 0.332 -0.199
6 N 0.397 -2.700 -0.458
7 N 2.395 -0.087 -0.055
8 N -0.412 0.131 -0.157
9 N 0.364 0.656 -1.016
10 Br 4.294 0.748 0.223
11 H 2.204 1.237 -1.725
12 H 2.682 -1.364 1.460
13 H -1.943 1.129 1.760
14 H -3.534 0.872 0.880
15 H -2.620 -0.583 1.602
16 H -2.308 -0.628 -0.393
17 H -2.100 1.154 -0.934
18 H 0.066 1.163 -1.930

HOMO energy (spin up / spin down)	-12.861 / -13.221	eV
electronic energy	-2987.8935	Ha
net charge	+1
relative energy (zero: lowest compared OMol25 entry of this formula, charge and spin)	0.0	kcal/mol

Here is what natural (NBO) gives for the atomic charges, in e: atom 1 (C): 0.188, atom 2 (C): 0.134, atom 3 (C): 0.018, atom 4 (C): -0.580, atom 5 (C): -0.307, atom 6 (N): -0.166, atom 7 (N): -0.288, atom 8 (N): -0.131, atom 9 (N): -0.226, atom 10 (Br): 0.276, atom 11 (H): 0.252, atom 12 (H): 0.259, atom 13 (H): 0.216, atom 14 (H): 0.243, atom 15 (H): 0.227, atom 16 (H): 0.271, atom 17 (H): 0.192, atom 18 (H): 0.422